# 1
Entry from OMol25: C3H2FN in the gas phase (the ωB97M-V functional and the def2-TZVPD basis).

Results
Molecular weight = 71.05 Da
SMILES string = N#C/C=C\F

XYZ file:
```
7
Properties=species:S:1:pos:R:3:nbo_charge:R:1
C 0.81796 0.60291 -0.03747 0.31
C 0.06707 -0.47202 0.03864 -0.42
C -1.38343 -0.55304 -0.04844 0.25
N -2.50274 -0.51040 0.03505 -0.28
F 0.50858 1.94610 -0.04426 -0.32
H 1.91971 0.48913 -0.15612 0.18
H 0.57285 -1.50268 0.21260 0.27
```



# 2
Entry from OMol25: a molecular structure, C43H38MgN3O2Sb2 (the ωB97M-V functional and the def2-TZVPD basis).

Results
Charge = +1
Molecular weight = 896.62 Da

XYZ file:
```
89
Properties=species:S:1:pos:R:3:lowdin_charge:R:1
Mg 0.29547 0.38229 0.46256 0.62
C -0.93310 -2.02168 0.79053 -0.37
C -1.37897 -1.63529 2.18586 -0.38
C -2.43112 -0.52676 2.13115 -0.35
Sb -1.68046 1.49310 2.58295 1.55
C -1.92982 1.33083 4.72226 -0.40
C -1.99961 2.50425 5.45754 -0.14
C -2.13726 2.45898 6.83340 -0.07
C -2.20365 1.23797 7.48171 -0.07
C -2.14775 0.06455 6.75021 -0.07
C -2.01711 0.10901 5.37287 -0.14
C 0.47913 1.11164 2.75418 -0.41
C 0.98540 0.34527 3.80095 -0.12
C 2.33355 0.35533 4.10903 -0.04
C 3.20871 1.13729 3.37154 -0.05
C 2.73066 1.91120 2.33139 -0.05
C 1.37168 1.91102 2.03050 -0.18
Sb 1.05496 -2.94944 0.36406 1.55
C 1.11411 -4.07472 2.23517 -0.40
C 1.04492 -3.43995 3.46976 -0.17
C 1.15303 -4.15361 4.64945 -0.08
C 1.34884 -5.52317 4.60875 -0.08
C 1.42830 -6.16539 3.38567 -0.08
C 1.30927 -5.44668 2.20749 -0.14
C 2.68397 -1.59321 1.00306 -0.35
C 3.47876 -1.94160 2.09272 -0.13
C 4.70688 -1.34073 2.31035 -0.09
C 5.18001 -0.37467 1.43827 -0.09
C 4.42206 -0.03656 0.33149 -0.08
C 3.20054 -0.65652 0.10797 -0.15
H -0.96170 -1.13361 0.14409 0.00
H -1.64892 -2.72354 0.35536 0.08
H -0.52022 -1.30114 2.76734 0.03
H -1.78546 -2.51346 2.69389 0.12
H -3.25432 -0.69646 2.82793 0.06
H -2.87451 -0.47507 1.13177 0.05
H -1.95676 3.45923 4.94935 0.09
H -2.19819 3.37735 7.39659 0.11
H -2.30759 1.20132 8.55461 0.11
H -2.21130 -0.89232 7.24645 0.11
H -1.99573 -0.81912 4.81494 0.09
H 0.30775 -0.20254 4.44343 0.09
H 2.69486 -0.22455 4.94490 0.13
H 4.25274 1.17077 3.63761 0.12
H 3.39973 2.56268 1.78601 0.12
H 1.00779 2.66409 1.34013 0.09
H 0.94135 -2.36444 3.51717 0.07
H 1.10073 -3.63594 5.59711 0.10
H 1.45306 -6.08294 5.52532 0.11
H 1.59298 -7.23136 3.35179 0.11
H 1.37806 -5.95657 1.25755 0.09
H 3.16591 -2.72735 2.76346 0.08
H 5.30672 -1.64083 3.15791 0.12
H 6.14424 0.08533 1.60113 0.11
H 4.80297 0.67818 -0.38686 0.11
H 2.70562 -0.46247 -0.83097 0.08
C 3.80349 8.21475 -1.10634 -0.08
O 3.91472 6.81892 -1.28235 -0.08
C 3.20838 6.23638 -2.27709 -0.27
C 3.42114 4.86524 -2.46717 0.01
C 2.74290 4.17713 -3.44347 -0.01
C 1.83109 4.84219 -4.27653 -0.30
C 1.64148 6.21650 -4.10359 -0.01
C 2.30619 6.90076 -3.10972 -0.01
N 1.17045 4.24247 -5.33333 0.08
N 0.76661 3.08282 -5.36250 0.08
C 0.66770 2.21085 -4.30193 -0.25
C 1.03985 0.88448 -4.47954 0.01
C 1.00836 -0.02834 -3.43359 0.02
C 0.58577 0.35337 -2.16915 -0.33
O 0.60707 -0.43790 -1.11754 -0.29
C 0.10715 1.67532 -1.98171 -0.13
N -0.33278 1.99802 -0.74408 0.05
C -0.85347 3.19205 -0.54612 -0.14
C -1.03419 4.11740 -1.57167 -0.01
C -0.58117 3.81958 -2.83673 0.03
C 0.07844 2.60260 -3.06126 -0.08
H 4.46485 8.46188 -0.28044 0.10
H 2.78124 8.50107 -0.84814 0.10
H 4.12219 8.76077 -1.99873 0.10
H 4.14348 4.36503 -1.84098 0.12
H 2.94197 3.12811 -3.60798 0.12
H 0.93093 6.73485 -4.72838 0.12
H 2.12786 7.95820 -2.99758 0.11
H 1.43119 0.58665 -5.43910 0.12
H 1.34993 -1.04256 -3.56817 0.13
H -1.17568 3.44351 0.46086 0.05
H -1.54018 5.04727 -1.37089 0.11
H -0.75343 4.50633 -3.65189 0.12
```



| no. | highest occupied orbital energy (Eh) |
| --- | --- |
| 1 | -0.3985 |
| 2 | -0.3526 |